1.
The following is a quantum chemistry calculation of a 2-piece molecular cluster, C6H12N2O overall in a non-equilibrium geometry, from the Open Molecules 2025 dataset.

Calculated values
SMILES: [H]/N=C\C(=C)N.CC(C)=O

XYZ file:
```
21
C6H12N2O the ωB97M-V functional and the def2-TZVPD basis
C 0.6560 2.3900 0.4738
C 1.5605 0.5793 -1.0761
C 0.3681 1.3569 -0.5803
O -0.7140 1.2997 -1.1512
H -0.0835 2.2842 1.2866
H 0.5305 3.3832 0.0364
H 1.6470 2.2893 0.8875
H 1.8399 -0.1455 -0.3148
H 2.4098 1.2375 -1.2374
H 1.3213 0.0401 -1.9901
C -0.8074 -1.5975 0.2248
N -1.7439 -1.2679 -0.7249
C -0.6209 -0.6052 1.3204
C -0.0106 -2.6775 0.1913
N -1.4543 0.2629 1.7107
H -1.7450 -1.8796 -1.5284
H -1.7100 -0.2368 -0.9913
H -2.2376 0.4044 1.0728
H 0.2270 -0.7962 1.9741
H 0.6993 -2.8798 0.9720
H -0.1322 -3.4415 -0.5560
```

Atomic partial charges in e from the Mulliken method, atoms 1 to 5: C -1.15; C -1.34; C 1.12; O -0.68; H 0.36



2.
The following is a quantum chemistry calculation of a 2-piece molecular cluster, C6H12N2O overall in a non-equilibrium geometry, from the Open Molecules 2025 dataset.

Calculated values
SMILES: CN(C)C#N.C=COC

XYZ file:
```
21
C6H12N2O the ωB97M-V functional and the def2-TZVPD basis
C -2.4945 1.5486 -0.4137
C -1.4385 -0.5358 -0.1301
C -1.6096 -0.6697 1.2218
O -2.1885 0.3168 -0.9487
H -1.2586 -1.4316 -0.7125
H -3.1253 1.4735 0.4780
H -1.3574 1.9887 -0.0742
H -2.9096 2.1788 -1.1954
H -1.3299 -1.5926 1.7019
H -1.8063 0.1753 1.8600
C 2.7418 0.4189 -0.2550
C 1.4042 -1.6445 -0.1027
N 1.4405 -0.2207 -0.3948
C 0.3789 0.5778 -0.1984
N 0.0990 1.7329 -0.0380
H 0.6702 -2.1505 -0.7277
H 3.4747 -0.1297 -0.8485
H 3.0795 0.4333 0.7885
H 2.6903 1.4414 -0.6246
H 1.1592 -1.8405 0.9464
H 2.3801 -2.0706 -0.3324
```

Atomic partial charges in e from the Mulliken method, atoms 1 to 5: C -0.60; C -0.44; C -0.71; O -0.36; H 0.48



3.
The following is a quantum chemistry calculation of a 2-piece molecular cluster, C6H12N2O overall in a non-equilibrium geometry, from the Open Molecules 2025 dataset.

Calculated values
SMILES: C=C(C)C(N)=O.[H]/N=C/C

XYZ file:
```
21
C6H12N2O the ωB97M-V functional and the def2-TZVPD basis
C -2.8764 -0.2078 -0.8986
C 0.3939 0.9504 -0.1303
C -1.7163 -0.9232 -0.3031
N 0.1895 2.1461 0.4930
N -1.3545 -2.0629 -0.6666
O 0.0025 0.7825 -1.2936
H -0.4179 2.8137 0.0452
H 0.6359 2.3792 1.3621
H -0.5498 -2.4566 -0.1871
H -3.2526 -0.7582 -1.7593
H -2.5399 0.7694 -1.2408
H -3.6618 -0.0631 -0.1556
C 2.4118 -0.5083 -0.5052
C 1.4670 0.0970 0.4830
C 1.5124 -0.1457 1.7913
H -1.2269 -0.3399 0.5729
H 3.0803 -1.2233 -0.0297
H 1.8375 -1.0135 -1.2827
H 2.9954 0.2731 -0.9942
H 2.2424 -0.8219 2.2111
H 0.8277 0.3131 2.4882
```

Atomic partial charges in e from the Mulliken method, atoms 1 to 5: C -1.08; C 0.30; C 0.52; N -0.38; N -0.73



4.
The following is a quantum chemistry calculation of one molecule with the formula C6H12N2O in a non-equilibrium geometry, from the Open Molecules 2025 dataset.

XYZ file:
```
21
C6H12N2O the ωB97M-V functional and the def2-TZVPD basis
C 0.1036 -0.7044 1.3751
C 1.6841 1.3858 0.8508
C -2.2228 -0.8916 0.0895
C 0.1396 -0.1683 -0.8602
C 0.3403 0.6993 0.7506
C -0.7569 -0.7111 0.1544
N 1.2270 -0.9651 -1.3305
N -0.3440 0.6968 -1.8607
O -0.7859 1.4058 0.8858
H 1.5540 -1.6595 -0.6742
H 1.9723 -0.4016 -1.7220
H -1.0395 1.3281 -1.4779
H -0.6367 0.2412 -2.7143
H 0.9412 -1.4025 1.3687
H -0.4274 -0.6860 2.3210
H 2.5285 0.6971 0.7917
H 1.7621 2.1100 0.0387
H 1.7252 1.9116 1.8077
H -2.7005 -0.6099 1.0243
H -2.6675 -0.3139 -0.7184
H -2.3967 -1.9618 -0.1002
```

Atomic partial charges in e from the Mulliken method, atoms 1 to 5: C -1.07; C -1.59; C -1.45; C 0.60; C 1.17



5.
The following is a quantum chemistry calculation of an isolated ion of composition C6H12N2O and charge +2 in a non-equilibrium geometry, from the Open Molecules 2025 dataset.

Calculated values
net charge: +2
SMILES: C[N+](C)=C1C[NH2+]CC1=O

XYZ file:
```
21
C6H12N2O the ωB97M-V functional and the def2-TZVPD basis
C 0.2132 -0.0943 0.1075
C 0.9217 -1.0510 1.0221
C -0.0941 -0.8167 -1.1154
C 1.1331 -2.3627 0.2810
C -1.1743 1.8925 -0.2007
C 0.3142 1.8451 1.6488
N -0.1696 1.0779 0.5183
N 0.8459 -1.9440 -1.1397
O 1.1610 -0.7623 2.1721
H -1.1495 -1.2184 -1.0711
H -0.0057 -0.0114 -1.9620
H 2.1327 -2.7583 0.4604
H 0.4032 -3.0061 0.6043
H -0.7808 2.3846 -1.0546
H -1.6008 2.8352 0.3030
H -2.0315 1.1935 -0.5102
H 0.7348 1.2173 2.3748
H -0.3992 2.5826 2.1299
H 1.2037 2.4064 1.2613
H 0.4342 -2.7714 -1.7622
H 1.7604 -1.7219 -1.6452
```

Atomic partial charges in e from the Mulliken method, atoms 1 to 5: C 0.35; C 0.62; C -0.71; C -0.68; C -0.94



6.
The following is a quantum chemistry calculation of a 2-piece molecular cluster, C6H12N2O2 overall in a non-equilibrium geometry, from the Open Molecules 2025 dataset.

XYZ file:
```
22
C6H12N2O2 the ωB97M-V functional and the def2-TZVPD basis
C -2.5168 -0.3202 -0.4094
C -2.2542 0.6959 0.6454
C 0.0732 -1.9763 -0.2488
C 1.2475 1.9724 -0.0985
C -0.1157 -0.6156 0.3223
C 1.5004 0.5601 -0.4975
N -1.1900 0.1154 -0.1062
N 2.5080 -0.1356 0.1634
O 2.8462 0.2164 1.2873
O 2.9219 -1.1666 -0.3730
H -2.8175 -1.3149 -0.0986
H -2.9143 -0.0102 -1.3669
H -2.4645 1.7386 0.4488
H -2.3728 0.4070 1.6848
H 1.1314 -2.2312 -0.3280
H -0.3897 -2.7168 0.4069
H -0.3824 -2.0410 -1.2347
H 1.4258 2.0923 0.9675
H 0.2257 2.2545 -0.3369
H 1.9233 2.6383 -0.6378
H 0.1903 -0.4582 1.3534
H 1.4244 0.2958 -1.5434
```

Atomic partial charges in e from the Mulliken method, atoms 1 to 5: C -0.40; C -0.55; C -1.21; C -1.24; C -0.06



7.
The following is a quantum chemistry calculation of a 2-piece molecular cluster, C6H12N2O2 overall in a non-equilibrium geometry, from the Open Molecules 2025 dataset.

Calculated values
SMILES: C=C(C)C(=O)O.C=CNN

XYZ file:
```
22
C6H12N2O2 the ωB97M-V functional and the def2-TZVPD basis
C -0.9140 1.2348 1.7083
C 0.6127 -0.9153 1.2331
C -0.8521 0.1386 0.6827
C -1.9925 -0.4689 0.3065
O 0.2895 -2.2444 1.3223
O 1.6906 -0.5274 1.6282
H 0.9718 -2.6640 1.8833
H 0.0595 1.6850 1.9128
H -1.5718 2.0506 1.3885
H -1.3079 0.9254 2.6773
H -1.9759 -1.2432 -0.4523
H -2.9562 -0.1744 0.6993
N 0.0318 0.4406 -1.2679
N -0.2264 1.8475 -1.3930
C 1.3520 -0.0850 -1.3872
C 1.6279 -1.3672 -1.6448
H -0.5917 -0.0756 -1.8964
H -0.2758 2.2683 -0.4602
H 0.4349 2.4351 -1.8934
H 2.1077 0.6345 -1.6875
H 0.9197 -2.1340 -1.3499
H 2.5662 -1.7612 -2.0098
```

Atomic partial charges in e from the Mulliken method, atoms 1 to 5: C -1.70; C 0.44; C 1.14; C -1.15; O -0.43



8.
The following is a quantum chemistry calculation of one molecule with the formula C6H12N2O3 in a non-equilibrium geometry, from the Open Molecules 2025 dataset.

Calculated values
SMILES: CC1(C)OC(=O)NN[C@]1(C)O

XYZ file:
```
23
C6H12N2O3 the ωB97M-V functional and the def2-TZVPD basis
C 2.7334 -0.3447 -0.6233
C 0.6447 -0.1567 0.6079
C 0.2073 0.7029 -0.5568
C 0.1774 -1.6216 0.3943
C 0.2802 0.2334 2.0061
C -1.2562 0.9112 -0.7510
N 2.0739 -0.3238 -1.8435
N 0.7196 0.0396 -1.7726
O 3.9210 -0.4887 -0.5652
O 2.0919 -0.2563 0.5212
O 0.8675 1.9365 -0.4048
H 0.2856 -1.9047 -0.7364
H -0.8431 -1.9102 0.7130
H 0.8428 -2.2879 1.0401
H 0.2235 1.3574 2.1185
H 1.0412 -0.1947 2.7152
H -0.8084 -0.1352 2.1393
H -1.5469 1.5684 0.0738
H -1.8899 -0.1401 -0.7666
H -1.4849 1.4126 -1.7691
H 2.5005 0.1631 -2.5858
H -0.0098 -0.5306 -2.2086
H 0.8214 2.3561 -1.2175
```

Atomic partial charges in e from the Mulliken method, atoms 1 to 5: C 0.55; C 1.39; C 0.76; C -1.57; C -1.56



9.
The following is a quantum chemistry calculation of C6H12N2O3 as an isolated structure in a non-equilibrium geometry, from the Open Molecules 2025 dataset.

XYZ file:
```
23
C6H12N2O3 the ωB97M-V functional and the def2-TZVPD basis
C -2.9148 0.6506 -0.6476
C -1.6911 0.9258 0.2353
C -0.6965 -0.1013 0.0412
C 1.5562 -1.0244 0.8465
C 2.4271 -1.0679 -0.3543
C 3.5276 0.2241 -0.4208
H -2.7926 -1.3764 -0.1530
H -4.5587 -0.6026 -0.5923
H -3.5346 1.6612 -0.1383
H -2.8278 0.7151 -1.8371
H -1.9337 1.2499 1.2755
H -1.3050 2.2336 -0.1299
H 0.3272 0.7993 1.7884
H 1.3478 -1.9808 0.8293
H 2.3565 -1.0622 1.7850
H 2.9136 -1.7400 -0.5125
H 1.9418 -0.7443 -1.2111
H 2.0200 1.4861 -0.1419
N -3.5104 -0.5795 0.0329
N 0.5124 -0.0307 0.7902
O -0.6698 -1.1135 -0.8591
O 2.8412 1.4340 -0.1743
O 4.6637 0.0436 -0.4522
```

Atomic partial charges in e from the Mulliken method, atoms 1 to 5: C -0.33; C -0.72; C 0.52; C -0.29; C -1.68



10.
The following is a quantum chemistry calculation of one molecule with the formula C6H12N2O3S in a non-equilibrium geometry, from the Open Molecules 2025 dataset.

Calculated values
SMILES: C[C@H](N)C(=O)N[C@@H](CS)C(=O)O

XYZ file:
```
24
C6H12N2O3S the ωB97M-V functional and the def2-TZVPD basis
C 1.7627 -0.1505 -0.6732
C 1.2981 -0.7656 0.5848
C 3.2287 -0.1698 -1.0001
C -1.1980 -0.4047 0.3534
C -1.4094 1.0548 0.6981
C -2.4335 -1.2398 0.6607
H 1.4366 1.7244 0.0906
H 0.8826 1.6946 -1.4936
H 1.2659 -0.7908 -1.3994
H 3.6893 -1.1633 -0.6520
H 3.6499 0.7029 -0.3954
H 3.3655 0.1608 -2.0810
H 0.1031 -1.3468 1.8814
H -1.0018 -0.4735 -0.7705
H -2.0953 -2.3039 0.6703
H -2.9620 -0.8424 1.5476
H -3.6832 0.3096 -0.7508
H -2.3406 2.6380 0.2672
N 1.0070 1.0762 -0.6145
N -0.0090 -0.8934 0.9071
O 2.1752 -1.1801 1.3679
O -0.9236 1.5815 1.6515
O -2.2682 1.7872 -0.1403
S -3.5401 -1.0053 -0.7097
```

Atomic partial charges in e from the Mulliken method, atoms 1 to 5: C 0.20; C 0.36; C -1.25; C 0.16; C 0.34



11.
The following is a quantum chemistry calculation of one molecule with the formula C6H12N2O3S2 in a non-equilibrium geometry, from the Open Molecules 2025 dataset.

Calculated values
SMILES: N[C@@H](CS)C(=O)N[C@@H](CS)C(=O)O

XYZ file:
```
25
C6H12N2O3S2 the ωB97M-V functional and the def2-TZVPD basis
C -1.4675 1.4339 0.6323
C -1.1510 -0.0187 0.3958
C -1.1317 2.3262 -0.5778
C 0.6687 -1.6803 0.3421
C 2.0500 -1.8220 0.9446
C 0.6030 -2.1693 -1.0958
H -0.8965 2.9341 1.9500
H -0.7059 1.4314 2.6236
H -2.5510 1.4450 0.8455
H -1.1396 3.4105 -0.2737
H -0.1175 2.0463 -0.9454
H -1.6487 2.6328 -2.9986
H 0.7191 0.4614 0.7538
H 0.0007 -2.4165 0.9087
H 0.9349 -3.1884 -1.1047
H -0.4474 -2.0987 -1.3623
H 1.1204 -2.0275 -3.3521
H 3.3415 -0.8448 1.9020
N -0.6590 1.9760 1.7491
N 0.1820 -0.3522 0.4577
O -2.0448 -0.8468 0.1361
O 2.6780 -2.8559 0.9686
O 2.4887 -0.6568 1.4606
S -2.3417 1.9911 -2.0054
S 1.5154 -1.1110 -2.3547
```

Atomic partial charges in e from the Mulliken method, atoms 1 to 5: C -0.04; C 0.36; C -0.64; C 0.06; C 0.35



12.
The following is a quantum chemistry calculation of one molecule with the formula C6H12N2O5 in a non-equilibrium geometry, from the Open Molecules 2025 dataset.

Calculated values
SMILES: CC[C@@]1(O)NC(=O)N[C@]1(O)C(O)O

XYZ file:
```
25
C6H12N2O5 the ωB97M-V functional and the def2-TZVPD basis
C -0.0162 -1.2016 -2.3308
C 0.3672 0.1367 -0.4206
C -1.3871 -0.3551 -0.6821
C 2.3792 -0.1440 1.0330
C 0.8690 -0.4660 0.8327
C -2.3119 0.8862 -0.5990
N 0.9290 -0.5353 -1.5218
N -1.2782 -1.0092 -1.9703
O 0.3191 -1.8075 -3.3095
O 0.4663 1.5841 -0.4836
O -1.6584 -1.3249 0.2554
O -2.2567 1.3756 0.7043
O -3.5669 0.4729 -0.9726
H 2.8015 -0.5904 1.9430
H 2.7328 0.8317 1.0347
H 3.0324 -0.6158 0.3128
H 0.3834 -0.0924 1.6872
H 0.6562 -1.5130 0.8057
H -1.9286 1.5686 -1.3525
H 1.7955 -0.8642 -1.4413
H -1.9629 -1.7257 -2.4437
H 1.4046 1.8286 -0.6597
H -1.9604 -0.9085 1.0296
H -1.3694 1.6675 0.8325
H -4.1067 1.2426 -1.3113
```

Atomic partial charges in e from the Mulliken method, atoms 1 to 5: C 0.05; C 0.42; C 0.58; C -1.51; C -0.40



E_HOMO values, unit eV, following the record order: -8.44; -7.94; -9.28; -7.10; -19.18; -8.37; -7.54; -9.09; -9.63; -9.14; -9.10; -9.77.
LUMO values, unit eV, following the record order: 0.54; 0.33; 0.69; 0.12; -10.21; 0.36; 0.85; 0.59; 0.00; 0.50; 0.43; 0.47.